The following is a DFT calculation (wB97M-V/def2-TZVPD) of a structure of composition C13H22ClO5P2Tl.

XYZ file:
```
44
Properties=species:S:1:pos:R:3:forces:R:3
Tl 0.081740 1.574996 -1.764479 0.0 -0.2 -0.1
Cl -0.526488 1.645019 1.497760 -0.1 0.2 0.1
P -1.379832 -1.084944 -1.101326 -0.4 -0.5 0.1
P 1.766053 -0.917897 -0.798220 0.6 -0.5 0.2
O -1.531382 1.647554 0.443597 -0.3 0.0 -0.3
O 0.751191 1.387572 0.835359 0.4 -0.1 -0.2
O -0.480949 2.921035 2.123390 0.0 0.3 0.2
O -0.808289 0.618719 2.432463 -0.1 -0.4 0.3
O 0.222432 4.191805 -0.539974 -0.3 0.2 0.0
C -1.973947 4.537974 -1.043756 0.1 -0.2 0.0
C 2.502161 -2.382862 -1.663713 -0.2 0.3 -0.1
C -1.345285 -2.475062 1.362780 0.0 0.0 0.0
C -0.745210 5.057078 -0.387051 0.2 0.2 0.1
C -0.596964 -1.841576 0.375502 0.1 0.2 0.0
C 1.411591 -2.397828 1.586912 0.0 0.0 0.0
C -0.724545 -3.058185 2.453093 0.0 0.0 0.0
C 1.447205 4.500853 0.151348 0.2 0.0 0.1
C -1.482162 -2.609886 -2.147638 0.1 0.3 -0.1
C -3.154175 -0.955245 -0.634661 0.2 0.1 0.0
C 3.271310 -0.368211 0.113546 -0.2 0.1 -0.1
C 0.799844 -1.793265 0.493369 -0.2 0.1 -0.1
C 0.656892 -3.026442 2.562263 0.0 0.0 0.0
H -3.683960 -0.499185 -1.472325 0.0 0.0 0.0
H -2.525616 4.046224 -0.232912 0.0 0.1 0.0
H -1.319879 -3.533035 3.222326 0.0 0.0 0.0
H 3.904213 -1.205881 0.405023 0.0 0.0 0.0
H -1.933934 -3.431032 -1.591371 0.0 0.0 0.0
H 3.281632 -2.035358 -2.343776 0.0 0.0 0.0
H -3.601782 -1.926047 -0.425165 0.0 0.0 0.0
H 1.146410 -3.478290 3.415500 0.0 0.0 0.0
H -2.084142 -2.393334 -3.031709 0.0 -0.1 0.0
H -2.579199 5.361196 -1.414969 0.0 0.0 0.0
H 3.848389 0.291339 -0.536118 0.0 0.0 0.0
H -1.809476 3.791529 -1.829267 0.0 0.0 0.0
H 1.351633 4.182471 1.185067 0.0 0.0 0.0
H 2.931034 -3.084348 -0.947980 0.0 0.0 0.0
H -3.245273 -0.294355 0.225180 0.0 0.0 0.0
H -2.424675 -2.495703 1.300538 0.0 0.0 0.0
H -0.484100 -2.904490 -2.469563 0.0 0.0 0.0
H 1.742259 -2.896031 -2.252153 0.0 0.0 0.0
H 2.958428 0.196845 0.988824 0.0 0.0 0.0
H 2.489559 -2.370347 1.686919 0.0 0.0 0.0
H 2.239991 3.936886 -0.337137 0.0 0.0 0.0
H 1.637284 5.569729 0.104497 -0.1 0.0 -0.1
```
Positions in Å, forces in eV/Å.

Output
LUMO   0.01 eV
Charge   0
Orbital gap   7.97 eV

=====

The following is a DFT calculation (wB97M-V/def2-TZVPD) of an isolated molecule of C13H22FN3O3SSi at a distorted geometry.

XYZ file:
```
44
Properties=species:S:1:pos:R:3:forces:R:3
S -1.815949 -0.094454 -1.511611 -0.3 0.9 -0.3
Si 2.067646 1.784802 -0.492674 0.5 0.8 0.3
F 1.911034 0.729145 2.816812 -1.0 -0.2 0.6
O -0.321073 -2.937904 0.816498 -0.2 0.4 0.5
O -3.275697 -0.573827 2.179415 -0.2 0.7 0.3
O -0.104792 2.638279 2.913898 -0.9 -0.4 0.2
N -2.455920 -2.297482 0.372403 0.4 0.2 1.2
N -1.720370 1.059393 2.550016 0.0 -0.9 0.2
N -1.088702 -1.127400 1.966934 0.3 0.9 1.0
C -0.415642 1.471705 2.761087 1.3 1.7 0.2
C -2.597608 -3.229128 -0.757299 -1.2 -0.6 1.1
C 3.035635 0.193696 -0.169456 -0.4 0.0 -1.6
C -2.118612 -0.234013 2.260831 -0.3 -0.2 -0.6
C -1.266917 -2.201231 1.063275 -1.0 -1.5 -2.1
C 0.599967 0.425609 2.714726 -0.7 -1.6 -0.8
C 2.164274 3.013805 0.897051 1.1 -1.1 0.5
C 0.249686 1.430165 -0.761448 -0.1 0.7 0.9
C -1.958001 -1.536530 -2.545924 0.7 -1.2 -0.6
C -0.028111 0.067937 -1.292513 -0.4 -0.1 -1.5
C 2.747687 2.711909 -1.968147 1.6 -0.3 -0.7
C 0.223082 -0.812008 2.341038 0.6 0.5 -0.4
C -1.689352 -2.922774 -1.894056 1.2 0.8 -0.4
H -0.661996 -2.962959 -1.492278 -0.3 0.2 -0.3
H 2.564113 -0.421236 0.582068 0.0 -0.2 0.3
H 3.001602 -0.378860 -1.148556 0.3 0.5 1.1
H 2.199031 2.396017 -2.843048 -0.1 -0.2 -0.6
H -3.671528 -3.233546 -1.065088 0.7 0.3 0.3
H 3.854123 2.536112 -2.197664 -1.4 0.1 0.4
H 0.512527 -0.108157 -2.250506 -0.5 0.0 0.4
H 4.070930 0.411528 0.099272 -0.1 -0.1 0.0
H 1.564267 3.872059 0.738151 -0.5 1.0 -0.4
H 0.956109 -1.586623 2.179402 -0.1 -0.2 -0.1
H -3.241997 -1.692837 0.624263 0.8 -0.4 -0.1
H 2.623972 3.793992 -1.919782 -0.1 0.0 0.3
H -0.212001 1.496565 0.235706 0.1 0.1 -0.1
H -0.217225 2.258980 -1.321449 0.2 -0.4 -0.1
H 1.824950 2.580203 1.831915 0.3 0.3 0.0
H -1.711786 -3.712527 -2.650768 -0.3 0.1 0.0
H -2.951374 -1.542446 -2.997942 -0.1 0.2 0.1
H 3.224896 3.297575 1.008253 -0.4 0.1 0.1
H -2.432532 -4.229748 -0.342957 0.2 0.0 -0.3
H 0.272489 -0.677007 -0.591895 0.5 -0.6 0.5
H -1.243040 -1.393270 -3.377236 -0.3 -0.1 0.2
H -2.467795 1.736489 2.639286 0.2 0.0 0.1
```
Positions in Å, forces in eV/Å.

Output
LUMO   -0.02 eV
Charge   0
Orbital gap   8.29 eV

=====

The following is a DFT calculation (wB97M-V/def2-TZVPD) of a structure of composition C13H22IMnN4O at a distorted geometry.

XYZ file:
```
42
Properties=species:S:1:pos:R:3:forces:R:3
I 1.817360 0.636537 -1.923046 3.8 0.7 -3.6
Mn 0.306428 0.396129 -0.220269 -0.4 -5.1 1.7
O 0.406659 -2.574605 0.031620 -0.2 1.7 1.4
N 2.169552 2.327317 1.102834 -0.4 0.3 -0.6
N -2.203653 -1.462810 0.068592 -0.8 -0.2 2.0
N 1.439872 0.814103 2.447980 1.3 1.8 0.0
N -1.797753 -0.965555 -2.002879 -1.6 -0.1 -2.1
C 2.352383 3.208023 -0.049987 -0.1 0.4 0.1
C 2.883563 2.503379 2.251403 -1.0 -1.4 1.2
C -1.192488 -0.957889 -0.752151 1.7 -0.5 -0.8
C 0.739007 -0.268922 3.067985 -0.8 -0.7 -0.3
C 1.245287 -2.454034 -2.171184 -0.6 0.6 0.1
C 2.409772 1.565318 3.133710 0.0 0.3 -1.1
C -3.419365 -1.474911 -0.556814 1.2 0.1 -4.6
C 0.231578 -1.593955 -0.782208 0.8 -3.0 -0.8
C -2.204097 -1.706447 1.496260 0.4 -0.1 0.3
C -1.087921 -0.637573 -3.212846 0.9 0.0 -0.3
C -3.142853 -1.292648 -1.956010 0.4 0.3 5.0
C -0.928249 1.697825 -0.409099 -2.4 2.0 0.0
C 1.268341 1.301878 1.162786 1.4 0.2 2.1
H -3.778582 -1.520590 -2.758579 -0.5 0.2 -1.1
H -1.424290 -1.272179 -4.054285 -0.1 0.3 0.4
H 2.670985 1.355643 4.151546 0.1 -0.1 0.1
H -3.107362 -2.311905 1.710910 0.5 0.2 0.0
H 3.641863 3.240618 2.353038 0.3 0.4 0.1
H 3.396356 3.177746 -0.379427 -0.2 -0.1 0.0
H 0.612963 -3.449587 -2.211433 1.9 1.7 0.5
H 1.476643 -2.138689 -3.260449 -0.5 -0.2 1.6
H 1.277937 -0.587501 3.965727 0.0 0.1 -0.2
H -1.306713 -2.276382 1.838533 -0.6 0.5 -0.5
H -2.300841 -0.764917 2.071587 0.2 -0.3 -0.1
H -0.348949 2.585497 -0.206636 -0.3 0.8 -0.1
H -4.330690 -1.596640 -0.038183 -0.7 -0.4 0.3
H -1.152347 0.440087 -3.480306 -0.1 -0.5 0.1
H 2.234743 -2.266163 -1.564037 -2.1 -1.4 -1.2
H -0.010302 -0.865808 -3.029966 -1.2 0.3 -0.4
H -0.291202 0.026971 3.353322 0.5 -0.1 -0.1
H -1.493757 1.742011 -1.327999 -0.4 0.2 -0.2
H 0.670129 -1.111675 2.356096 0.0 0.3 0.3
H 2.088073 4.240513 0.205822 0.0 -0.2 0.2
H -1.542410 1.430259 0.448364 -0.7 0.6 0.3
H 1.724330 2.861532 -0.870319 0.2 0.3 0.3
```
Positions in Å, forces in eV/Å.

Output
⟨S²⟩   6.262
Spin multiplicity   5
LUMO (spin up / spin down)   4.63 / 5.00 eV
Charge   -2
Orbital gap (spin up / spin down)   1.52 / 4.51 eV

=====

The following is a DFT calculation (wB97M-V/def2-TZVPD) of a structure of composition C13H22N2O6OsP2S at a distorted geometry.

XYZ file:
```
47
Properties=species:S:1:pos:R:3:forces:R:3
Os -0.383959 -0.500808 0.012723 -1.0 0.6 -0.7
S -4.857205 -0.555343 0.870440 -0.1 0.0 0.0
P 1.802542 -1.362163 -2.246882 -0.2 -0.1 0.2
P -0.976552 -0.424314 -2.563876 0.1 -0.7 -0.2
O -0.466958 0.761699 -1.734203 0.1 -0.3 1.0
O 2.654321 -0.189408 -2.513938 0.0 0.1 0.0
O -1.949850 -0.098738 -3.741218 -0.1 0.3 0.1
O 2.413816 -2.769089 -2.592239 0.1 0.0 0.0
O -1.456768 -1.431827 -1.528711 -0.1 0.0 -0.3
O 1.151782 -1.496353 -0.853532 0.0 -0.1 0.0
N -2.121980 -0.295160 0.708419 0.3 -0.2 -0.2
N 0.931515 -0.317506 -4.551922 0.0 0.0 0.0
C -1.383107 0.742198 3.844233 0.1 0.1 0.1
C -2.019338 -0.640843 3.934115 -0.1 0.0 0.0
C 1.521335 1.665538 0.751785 0.0 -0.2 0.1
C 2.624371 2.032845 -0.173185 0.0 0.0 -0.1
C 0.323440 -0.014184 2.112705 0.2 0.5 0.5
C 0.391868 -1.235287 -3.461989 0.0 0.1 -0.3
C -0.329152 2.310055 2.177352 0.0 0.0 0.0
C -0.483982 0.993474 2.676206 0.1 -0.3 -0.2
C 0.628137 2.633661 1.248692 0.0 0.0 -0.1
C 1.341974 0.329683 1.180304 0.4 0.3 0.1
C -0.074184 -2.553201 -4.080304 0.0 0.0 0.0
C -0.501365 1.006221 5.093983 -0.1 0.0 0.0
C -3.322091 -0.427699 0.745561 0.0 0.0 -0.1
H 1.428911 -0.873491 -5.251880 0.0 0.0 0.0
H -0.874371 -2.390636 -4.803339 0.0 0.0 0.0
H 1.627099 0.315994 -4.114832 0.0 0.0 0.0
H -1.134209 0.962462 5.979517 0.0 0.0 0.0
H 0.201128 0.205515 -5.040131 0.0 0.0 0.0
H 2.303359 1.876574 -1.208326 0.0 0.0 0.0
H 2.115191 -0.394437 0.964107 0.0 0.0 0.0
H -1.288133 -1.445697 3.843522 0.0 0.0 0.0
H -0.981982 3.081711 2.568493 0.0 0.0 0.0
H 3.498649 1.401681 -0.023233 0.0 0.0 0.0
H -0.021134 1.984055 5.065654 0.0 0.0 0.0
H 0.761274 -3.056809 -4.566405 0.0 0.0 0.0
H -2.808827 0.317897 -3.555153 0.1 0.0 0.0
H 2.899787 3.078982 -0.055275 0.0 0.0 0.0
H 0.731571 3.657373 0.911159 0.0 0.0 0.0
H 0.339744 -0.994506 2.586775 0.0 -0.1 -0.2
H -0.447434 -3.212339 -3.298329 0.0 0.0 0.0
H -2.164834 1.505854 3.829320 0.0 0.0 0.0
H -2.800384 -0.790902 3.190262 0.1 0.0 0.1
H 0.269705 0.239531 5.185883 0.0 0.0 0.0
H -2.478902 -0.751616 4.915325 0.0 0.0 0.0
H 3.365186 -2.880647 -2.437635 -0.1 0.0 0.0
```
Positions in Å, forces in eV/Å.

Output
LUMO (spin up / spin down)   -9.16 / -9.29 eV
Charge   +2
Orbital gap (spin up / spin down)   5.67 / 5.51 eV

=====

The following is a DFT calculation (wB97M-V/def2-TZVPD) of a cluster of 3 separate species, C13H22N2O7 in total at a distorted geometry.

XYZ file:
```
44
Properties=species:S:1:pos:R:3:forces:R:3
O 2.352073 1.601782 3.979338 0.7 0.3 0.0
O -5.789548 -2.826375 -3.676393 0.6 4.1 1.1
O -1.916469 0.341950 -2.854180 1.6 -0.2 -3.9
O 0.158364 0.351659 -4.327054 -1.0 -3.9 4.2
O -7.436570 -1.010814 -3.157036 8.3 -4.1 0.2
O 2.411655 -0.587026 0.786045 -0.5 -0.3 0.3
O -1.794076 -0.882349 -5.038540 3.3 5.7 6.6
N 4.540636 2.278173 3.646408 -1.3 0.3 0.9
N 0.548445 -1.521569 1.792641 0.8 1.1 -0.2
C 4.760288 1.343723 2.562020 -0.3 -0.2 -0.1
C 1.699383 -1.307003 -2.477778 -4.6 5.9 -7.2
C -0.573233 -1.343669 2.690273 0.1 -0.1 -0.1
C -1.257859 -0.086896 -4.097776 -2.7 -3.9 -4.0
C -6.182621 -1.524760 -3.094523 -4.8 2.4 0.1
C 0.733144 -2.806246 1.150121 0.3 0.1 -0.1
C 3.309256 2.309556 4.265627 0.6 -0.3 -0.6
C -3.065917 1.227994 -3.105610 -2.5 0.6 -0.1
C 5.623424 3.151575 4.046772 -0.1 -0.2 -0.1
C 0.940698 -0.556168 -3.423716 5.3 -3.9 5.7
C -4.443945 0.409092 -3.563168 0.0 -0.4 0.6
C -4.997748 -0.605878 -2.357751 0.3 -0.4 -0.8
C 1.444020 -0.506351 1.531886 -0.4 -0.4 0.0
H -0.487905 -2.063556 3.509450 -0.2 0.1 0.0
H 5.320860 3.801504 4.872238 0.0 -0.1 -0.1
H 4.596751 0.326181 2.929759 0.0 0.0 -0.3
H 5.914116 3.768823 3.191744 0.1 0.1 0.2
H 2.658437 -1.754387 -1.926181 -2.8 1.2 -1.5
H -3.341754 1.712029 -2.049709 1.0 -1.0 -2.4
H 5.778055 1.435486 2.173612 -0.2 0.1 0.2
H 1.209522 0.425618 2.072091 0.0 -0.2 0.0
H 1.712185 -3.206978 1.429587 -0.1 -0.1 -0.1
H -4.289165 -0.267339 -4.507130 0.0 1.6 1.7
H -5.296937 1.192105 -3.766647 1.8 -1.5 0.3
H -1.499956 -1.523059 2.137723 -0.1 0.0 0.2
H 3.251978 3.055614 5.075252 0.1 0.0 0.0
H 0.705300 -2.669232 0.064847 0.0 -0.2 0.1
H -0.591309 -0.331251 3.102623 0.1 -0.2 -0.1
H -4.119096 -1.293113 -1.953130 -1.9 1.4 -1.0
H -0.050711 -3.505525 1.452959 0.1 0.2 0.0
H -4.790382 -2.741765 -3.851609 -2.0 -0.2 0.5
H -2.835283 2.082532 -3.904936 -0.3 -2.0 1.8
H 6.472356 2.539335 4.364239 0.1 0.2 0.0
H 4.041364 1.549406 1.763238 0.1 -0.3 0.0
H -5.421825 0.017173 -1.457630 0.5 -1.4 -2.0
```
Positions in Å, forces in eV/Å.

Output
LUMO   -0.40 eV
Charge   0
Orbital gap   8.77 eV